Record 1
The molecule C7H11N at a distorted geometry. Source: the OMol25 dataset; level of theory: ωB97M-V with the def2-TZVPD basis set.

Last column: natural (NBO) charge in e.
Geometry (Å):
C1 -1.842 -0.134 0.625  -0.642
C2 -1.185 -0.168 -0.733  -0.077
C3 0.109 0.453 -0.889  -0.068
C4 -1.775 -0.770 -1.784  -0.394
C5 0.714 1.378 0.086  -0.499
H1 0.528 0.425 -1.888  0.194
H2 -2.714 -0.785 0.656  0.219
H3 -1.150 -0.446 1.410  0.209
H4 -2.165 0.880 0.874  0.219
H5 -2.746 -1.240 -1.697  0.189
H6 -1.308 -0.790 -2.761  0.190
H7 0.012 1.814 0.791  0.221
H8 1.271 2.183 -0.391  0.226
N1 1.581 -0.851 0.065  -0.813
C6 1.751 0.365 0.879  0.013
C7 2.408 0.575 1.952  -0.142
H9 2.424 -1.211 -0.378  0.386
H10 1.126 -1.624 0.549  0.384
H11 2.960 -0.054 2.633  0.185

Atoms 1-2, force components in eV/Å:
C 0.0 0.0 -0.1
C 0.9 0.5 0.1

Values from the calculation:
**LUMO (spin up / spin down)**: -0.50 / 0.61 eV
**Kohn-Sham gap (spin up / spin down)**: 6.0 / 9.3 eV
**Electronic energy**: -8921.828 eV



Record 2
A structure of composition C16H34MnP2 at a distorted geometry. Source: the OMol25 dataset; level of theory: ωB97M-V with the def2-TZVPD basis set.

Last column: Löwdin spin population.
Geometry (Å):
P1 -1.507 -2.351 0.057  0.134
P2 -0.077 0.918 -1.315  0.012
C1 -1.874 -1.124 -1.197  0.065
C2 -0.646 -0.653 -1.972  0.003
H1 -2.381 -0.292 -0.688  0.018
H2 -2.627 -1.545 -1.869  0.010
H3 0.200 -1.338 -1.886  0.000
H4 -0.861 -0.512 -3.039  0.000
C3 -1.409 1.971 -2.039  0.002
H5 -1.221 3.038 -1.896  0.000
H6 -2.359 1.689 -1.597  0.000
H7 -1.446 1.785 -3.119  0.000
C4 1.008 1.559 -2.821  0.008
H8 0.401 1.519 -3.735  0.001
H9 1.940 1.016 -3.033  0.000
H10 1.279 2.620 -2.691  0.000
C5 -2.951 -3.375 0.409  0.015
H11 -2.751 -4.173 1.127  0.001
H12 -3.259 -3.832 -0.518  0.001
H13 -3.780 -2.749 0.747  0.003
C6 -0.084 -3.337 -0.436  0.029
H14 0.821 -2.734 -0.543  0.002
H15 -0.224 -3.871 -1.382  0.004
H16 0.200 -4.103 0.292  0.000
Mn1 -1.381 -1.273 1.759  4.163
C7 1.884 3.475 -0.065  0.005
C8 0.666 2.971 0.083  0.003
C9 0.301 1.973 1.212  0.016
C10 1.013 0.603 1.328  0.050
C11 2.227 0.261 0.465  -0.160
C12 2.763 0.755 -0.674  0.176
C13 3.733 1.864 -0.572  0.019
C14 3.201 2.953 0.388  0.001
C15 -0.756 -3.055 2.658  0.120
H17 1.910 4.484 -0.463  0.000
H18 -0.220 3.552 -0.251  0.000
H19 -0.793 1.835 1.230  0.010
H20 0.422 2.517 2.149  0.001
H21 1.381 0.580 2.360  -0.006
H22 0.131 -0.262 1.384  0.039
H23 2.476 -0.786 0.721  0.003
H24 2.842 0.113 -1.561  0.000
H25 3.946 2.274 -1.569  0.002
H26 4.693 1.500 -0.177  0.013
H27 3.145 2.562 1.403  -0.002
H28 3.891 3.817 0.345  0.000
H29 -0.416 -2.541 3.581  0.021
H30 0.114 -3.617 2.249  0.016
H31 -1.621 -3.701 2.915  0.013
C16 -2.808 -0.827 2.964  0.108
H32 -2.465 0.087 3.493  0.029
H33 -3.137 -1.632 3.628  0.015
H34 -3.534 -0.607 2.162  0.034

Atoms 1-2, force components in eV/Å:
P 0.8 -1.9 -2.6
P 0.5 1.9 -2.7

Values from the calculation:
**LUMO (spin up / spin down)**: 0.17 / 0.16 eV
**Kohn-Sham gap (spin up / spin down)**: 5.7 / 7.7 eV
**2S+1**: 6
**Electronic energy**: -67030.955 eV
**<S²>**: 8.91



> Number 1 is which compound?

C7H11N



> What is the electronic energy in the first record?

-8921.828 eV